[1]
{
  "formula": "C2H5BrN3",
  "method": "ωB97M-V with the def2-TZVPD basis set",
  "smiles": "Br[C@@H]1N=NC[NH2+]1",
  "total_charge": 1,
  "relative_energy_kcal_mol": 54.9,
  "orbital_gap_ev": 10.532,
  "elements": ["Br", "C", "N", "N", "C", "N", "H", "H", "H", "H", "H"],
  "xyz": [[-2.437, -0.096, -1.220], [-0.841, -0.636, -0.369], [-0.982, -0.634, 1.175], [-0.088, 0.021, 1.627], [0.860, 0.498, 0.743], [0.365, 0.252, -0.657], [-0.642, -1.770, -0.513], [1.140, 1.475, 0.997], [1.745, -0.132, 0.837], [-0.002, 1.081, -1.170], [0.883, -0.059, -1.449]],
  "forces_ev_per_a": [[0.1760, 0.0896, -0.0541], [-0.2492, -3.0547, 0.9878], [-1.1965, 0.0904, -2.4062], [0.1311, 0.0148, 2.3602], [2.5785, -0.9411, -0.9811], [-3.2112, 1.3318, -0.5952], [-0.0259, 2.0337, -0.5457], [0.2203, 1.6739, -0.2668], [0.1560, 0.0433, 0.2650], [-0.2860, 0.1869, 1.2004], [1.7070, -1.4684, 0.0357]]
}

***

[2]
{
  "formula": "C2H5BrNO",
  "method": "ωB97M-V with the def2-TZVPD basis set",
  "total_charge": 1,
  "relative_energy_kcal_mol": 70.1,
  "orbital_gap_ev": 7.922,
  "elements": ["C", "C", "N", "O", "Br", "H", "H", "H", "H", "H"],
  "xyz": [[2.367, 0.438, -2.173], [-1.081, -0.268, 0.259], [-1.448, 0.805, 0.813], [3.587, 0.135, -2.256], [1.785, 0.087, -0.299], [-0.659, -0.890, 0.962], [-1.182, -0.689, -0.785], [-1.820, 1.729, 0.490], [4.067, 0.605, -3.069], [-1.284, 0.716, 1.834]],
  "forces_ev_per_a": [[-0.4047, 0.6336, -0.8927], [-0.2494, -0.5893, -2.9001], [-0.5423, 1.6319, 1.7202], [1.9203, 1.2901, -1.2549], [0.1911, -0.4011, 0.2925], [0.8139, -1.9620, 1.0625], [-0.0621, 1.3714, 1.1190], [0.2839, -1.4731, -0.2508], [-1.6703, -1.5618, 1.8688], [-0.2805, 1.0601, -0.7647]]
}

***

[3]
{
  "formula": "C2H5BrNO",
  "method": "ωB97M-V with the def2-TZVPD basis set",
  "smiles": "[NH3+]C(=O)CBr",
  "total_charge": 1,
  "relative_energy_kcal_mol": 19.0,
  "orbital_gap_ev": 9.831,
  "elements": ["N", "C", "O", "C", "Br", "H", "H", "H", "H", "H"],
  "xyz": [[0.838, -0.057, -0.934], [0.045, 0.781, 0.434], [0.248, 1.889, 0.561], [-0.702, -0.291, 0.954], [-2.331, -0.539, -0.282], [1.486, -0.894, -0.743], [1.641, 0.562, -1.224], [0.168, -0.104, -1.686], [-0.212, -1.265, 0.903], [-1.181, -0.082, 2.017]],
  "forces_ev_per_a": [[3.9632, 1.0968, 0.6447], [0.8778, -1.4533, -1.5503], [0.4702, 1.6881, 0.0645], [-4.0978, -1.8123, 2.9250], [1.3118, 0.3541, 0.8042], [-2.2513, 0.6307, -0.2979], [-1.4021, 0.0960, -0.0542], [-0.0653, -0.6955, -0.4840], [-0.0165, 0.4146, 0.2246], [1.2098, -0.3192, -2.2766]]
}

***

[4]
{
  "formula": "C2H5BrO",
  "method": "ωB97M-V with the def2-TZVPD basis set",
  "relative_energy_kcal_mol": 106.7,
  "orbital_gap_ev": [10.290, 6.240],
  "elements": ["C", "C", "O", "Br", "H", "H", "H", "H", "H"],
  "xyz": [[0.625, 0.741, -0.629], [-0.353, -0.217, -0.055], [0.039, -1.448, -0.040], [-2.107, 0.250, 0.045], [0.430, 1.762, -0.201], [1.498, 0.176, -0.438], [0.502, 0.822, -1.676], [-0.049, -0.023, 2.438], [-0.585, -2.063, 0.555]],
  "forces_ev_per_a": [[-1.7009, 0.4018, 1.0042], [0.6649, 2.3523, 1.7035], [-1.6061, -4.6948, 1.3936], [-1.8018, 0.1368, -0.2472], [0.8988, -1.0958, -0.1643], [1.7303, 0.5999, 0.3198], [-0.1628, 0.0940, -1.4391], [0.0133, 0.0695, -0.5967], [1.9645, 2.1364, -1.9738]]
}

***

[5]
{
  "formula": "C2H5BrSe",
  "method": "ωB97M-V with the def2-TZVPD basis set",
  "smiles": "[SeH]CCBr",
  "relative_energy_kcal_mol": 11.3,
  "orbital_gap_ev": 9.331,
  "elements": ["Se", "C", "C", "Br", "H", "H", "H", "H", "H"],
  "xyz": [[-0.393, -0.625, -1.996], [0.690, -0.140, -0.309], [-0.024, 0.549, 0.804], [-1.747, -0.279, 1.337], [-1.747, -1.007, -1.675], [1.611, 0.412, -0.451], [1.169, -1.148, -0.009], [-0.202, 1.663, 0.591], [0.642, 0.576, 1.709]],
  "forces_ev_per_a": [[1.9066, 0.9508, -0.4173], [-0.0159, -3.0253, 0.3498], [-0.0527, 1.8035, 1.1011], [0.8395, 0.4108, -0.1422], [-0.2323, 0.0230, 1.0523], [-0.1585, 0.6422, -1.2161], [-1.3245, 1.3516, -0.0695], [-0.1817, -1.7971, 0.0203], [-0.7804, -0.3595, -0.6783]]
}

***

[6]
{
  "formula": "C2H5BrSi",
  "method": "ωB97M-V with the def2-TZVPD basis set",
  "relative_energy_kcal_mol": 44.7,
  "orbital_gap_ev": 8.033,
  "elements": ["C", "C", "Si", "Br", "H", "H", "H", "H", "H"],
  "xyz": [[0.727, 0.883, 0.165], [1.185, -0.136, -0.592], [-1.765, -1.556, 0.129], [-3.086, 0.360, 0.057], [0.708, 0.908, 1.195], [0.210, 1.722, -0.358], [1.230, -0.187, -1.634], [1.630, -1.069, -0.265], [-0.840, -0.925, 1.303]],
  "forces_ev_per_a": [[-0.4381, -0.4075, -3.8445], [0.0654, 0.1786, 1.7346], [0.6340, 1.5238, 0.9905], [0.3559, -0.6670, -0.0303], [0.1282, -0.1775, 2.0463], [0.6893, -0.5914, 0.5301], [-0.4737, 0.8152, -1.6957], [0.0338, 0.1683, 1.0173], [-0.9948, -0.8425, -0.7483]]
}

***

[7]
{
  "formula": "C2H5Cl2FSi",
  "method": "ωB97M-V with the def2-TZVPD basis set",
  "smiles": "FC[Si@@H](Cl)CCl",
  "relative_energy_kcal_mol": 0.0,
  "orbital_gap_ev": 9.302,
  "elements": ["F", "C", "Si", "Cl", "C", "Cl", "H", "H", "H", "H", "H"],
  "xyz": [[-0.552, -1.015, -1.766], [-0.603, -1.526, -0.481], [0.702, -0.520, 0.581], [2.641, -0.431, 0.021], [-0.145, 1.571, -0.006], [0.350, 2.774, 1.206], [-0.168, -2.554, -0.614], [-1.617, -1.660, -0.218], [0.446, -0.298, 2.053], [-1.281, 1.571, 0.150], [0.229, 2.088, -0.926]],
  "forces_ev_per_a": [[-0.0900, 0.6490, -0.3541], [3.1895, -1.7558, -0.4255], [-3.2724, 4.3807, -0.7924], [0.0611, -0.5489, -0.0093], [-0.1292, -1.4629, 0.5830], [0.4725, 0.2797, 0.8759], [-0.4984, 0.4865, 0.3739], [-1.0056, 0.3430, 0.9013], [0.3987, -0.7676, -0.5656], [1.6368, -0.3443, -0.9315], [-0.7630, -1.2595, 0.3443]]
}

***

[8]
{
  "formula": "C2H5Cl2N6",
  "method": "ωB97M-V with the def2-TZVPD basis set",
  "smiles": "NC(=[NH2+])/N=N/C(=N/Cl)NCl",
  "total_charge": 1,
  "relative_energy_kcal_mol": 0.0,
  "orbital_gap_ev": [7.287, 7.301],
  "elements": ["N", "C", "N", "N", "N", "C", "N", "Cl", "N", "Cl", "H", "H", "H", "H", "H"],
  "xyz": [[0.850, 2.429, -0.948], [0.941, 1.434, -0.050], [1.699, 1.462, 1.081], [-0.021, 0.534, -0.071], [-0.149, -0.601, -0.468], [-1.053, -1.525, -0.102], [-1.325, -1.420, 1.199], [-1.320, -2.803, 2.203], [-1.402, -2.526, -0.899], [-1.257, -2.494, -2.638], [0.177, 2.500, -1.695], [1.222, 3.356, -0.547], [1.449, 0.697, 1.748], [2.089, 2.236, 1.636], [-1.900, -3.280, -0.449]],
  "forces_ev_per_a": [[2.1650, 2.1741, 2.3516], [0.3383, 2.1203, 0.4981], [-0.6381, -1.4017, 0.6470], [-2.6421, -0.9362, 0.6424], [2.7743, 0.3392, -1.8374], [-2.2338, -0.5865, 3.2770], [1.5094, 0.1281, -0.8024], [-0.6236, 0.1262, -0.8660], [0.3286, -0.2088, -1.4756], [-0.0472, -0.0393, 1.6899], [-0.0862, -0.4273, 0.1431], [-0.7516, -1.8466, -1.4394], [0.3796, 0.7744, -1.0272], [-0.3145, 0.0299, -1.3350], [-0.1580, -0.2459, -0.4660]]
}